1.
# C27H56Cl2O8

A cluster of 8 separate species, C27H56Cl2O8 in total (the ωB97M-V functional and the def2-TZVPD basis, the OMol25 dataset).

Each line ends with the Löwdin charge.
Geometry (Å):
1 C 1.5029 4.0022 -1.3591  -0.183
2 C 2.9249 4.1086 -0.7844  -0.166
3 C 3.0350 5.6147 -0.5427  -0.182
4 O 2.1840 6.2268 -1.5286  -0.138
5 C 1.4669 5.2417 -2.2424  -0.216
6 H 0.7676 4.0252 -0.5509  0.113
7 H 1.3348 3.0694 -1.8977  0.094
8 H 3.6005 3.6996 -1.5349  0.106
9 H 3.0222 3.5973 0.1756  0.099
10 H 4.0561 5.9776 -0.6635  0.115
11 H 2.6406 5.9088 0.4309  0.119
12 H 1.8918 5.0044 -3.2232  0.119
13 H 0.4391 5.5932 -2.3477  0.120
14 C 5.3595 -1.4415 -1.5696  -0.143
15 C 4.8504 -0.7751 -2.8595  -0.146
16 C 3.6049 -0.0137 -2.4148  -0.171
17 O 3.1682 -0.6888 -1.2327  -0.208
18 C 4.3392 -1.0397 -0.4927  -0.170
19 H 6.3555 -1.0941 -1.2969  0.108
20 H 5.4118 -2.5238 -1.6817  0.107
21 H 4.6898 -1.4863 -3.6651  0.109
22 H 5.6186 -0.0768 -3.1991  0.109
23 H 2.7740 -0.0880 -3.1170  0.122
24 H 3.7901 1.0347 -2.1583  0.117
25 H 4.1082 -1.8337 0.2151  0.116
26 H 4.6326 -0.1639 0.0967  0.117
27 C 1.0907 -3.6300 -0.8710  -0.178
28 C 1.8111 -4.1165 0.3520  -0.174
29 C 1.2388 -5.5052 0.5743  -0.184
30 O 0.7051 -5.9175 -0.6943  -0.148
31 C 0.9387 -4.9140 -1.6850  -0.197
32 H 1.7511 -2.9702 -1.4434  0.102
33 H 0.1200 -3.1653 -0.7104  0.113
34 H 1.6709 -3.4611 1.2163  0.108
35 H 2.8970 -4.1592 0.2262  0.110
36 H 0.3853 -5.4922 1.2612  0.106
37 H 1.9406 -6.2708 0.9093  0.117
38 H 0.1421 -4.9554 -2.4275  0.114
39 H 1.8693 -5.1398 -2.2289  0.117
40 C -1.4397 -1.5115 -5.4660  -0.163
41 C -1.0916 -1.2834 -3.9878  -0.154
42 C -2.2835 -0.4626 -3.4700  -0.198
43 O -2.9402 0.0567 -4.6170  -0.139
44 C -2.8339 -0.9123 -5.6434  -0.209
45 H -1.3379 -2.5266 -5.8517  0.108
46 H -0.7111 -0.9485 -6.0574  0.106
47 H -0.1885 -0.6980 -3.8151  0.095
48 H -0.9553 -2.2467 -3.4952  0.099
49 H -1.9964 0.3501 -2.8079  0.108
50 H -2.9990 -1.1172 -2.9552  0.120
51 H -2.9595 -0.4783 -6.6336  0.118
52 H -3.6369 -1.6496 -5.5217  0.118
53 C -1.0906 -3.3612 3.1721  -0.154
54 C -2.1958 -3.1340 4.2158  -0.159
55 C -2.1836 -1.6348 4.4801  -0.199
56 O -1.6217 -1.0636 3.3120  -0.172
57 C -0.5961 -1.9517 2.8390  -0.191
58 H -1.4677 -3.8539 2.2785  0.105
59 H -0.2687 -3.9136 3.6287  0.109
60 H -2.0124 -3.7378 5.1074  0.108
61 H -3.1261 -3.5469 3.8206  0.107
62 H -1.5439 -1.4022 5.3389  0.116
63 H -3.1839 -1.2691 4.7064  0.119
64 H 0.3250 -1.7335 3.3905  0.088
65 H -0.4462 -1.7330 1.7831  0.102
66 C -4.1787 2.6023 3.0895  -0.169
67 C -5.0402 2.5808 1.8310  -0.171
68 C -5.9062 3.8189 2.0053  -0.213
69 O -6.1782 3.8666 3.3949  -0.144
70 C -5.1269 3.2437 4.1316  -0.191
71 H -3.3036 3.2389 2.9338  0.107
72 H -3.8034 1.6397 3.4334  0.099
73 H -5.6740 1.6919 1.8540  0.115
74 H -4.4610 2.5877 0.9067  0.109
75 H -6.8402 3.6783 1.4601  0.118
76 H -5.4163 4.7503 1.6999  0.120
77 H -5.6231 2.4327 4.6717  0.113
78 H -4.5981 3.8895 4.8299  0.113
79 C -0.9312 1.2274 0.3029  -0.238
80 C 0.4345 0.9283 -0.2727  -0.243
81 O 0.7158 -0.4490 -0.0132  -0.105
82 O -0.8842 1.3927 1.7077  -0.067
83 H -1.5912 0.4284 -0.0382  0.124
84 H -1.2573 2.1819 -0.1260  0.114
85 H 1.2312 1.5784 0.0995  0.105
86 H 0.3761 0.9715 -1.3701  0.109
87 H 1.5402 -0.6674 -0.4987  0.044
88 H -1.4718 0.7303 2.0939  0.059
89 C 1.6157 1.1001 3.7721  -1.041
90 Cl 1.6855 0.0505 5.2040  0.518
91 Cl 3.1418 1.3600 2.9777  0.533
92 H 0.9498 0.6599 3.0373  -0.010
93 H 1.2503 2.0675 4.0956  0.030

The frontier orbital gap comes out at 9.825 eV. The structure (SMILES) is C1CCOC1.C1CCOC1.C1CCOC1.C1CCOC1.C1CCOC1.C1CCOC1.ClCCl.OCCO. Its multiplicity is 1. The calculation puts the HOMO energy at -0.34731 hartree.

=====

2.
# C27H57N3O12

A cluster of 9 separate species, C27H57N3O12 in total (the ωB97M-V functional and the def2-TZVPD basis, the OMol25 dataset).

Each line ends with the Löwdin charge.
Geometry (Å):
1 C 2.6734 -2.9808 1.7230  0.059
2 N 3.1763 -2.4018 0.4326  -0.424
3 O 2.7850 -2.9231 -0.5892  0.057
4 O 4.0276 -1.5396 0.4307  0.049
5 H 3.0705 -2.5035 2.6026  0.090
6 H 2.7979 -4.0350 1.6929  0.094
7 H 1.6328 -2.6907 1.7176  0.067
8 C 3.5002 0.5199 2.7857  0.025
9 N 3.2689 1.1567 4.0573  -0.465
10 O 3.4744 2.3788 4.1078  0.052
11 O 2.8950 0.4614 4.9485  0.075
12 H 4.3944 -0.0703 2.9871  0.115
13 H 3.5979 1.3504 2.0779  0.108
14 H 2.6861 -0.1294 2.5358  0.066
15 C 5.6516 1.5842 -1.6123  0.065
16 N 4.6268 2.7485 -1.5410  -0.424
17 O 4.8445 3.7529 -2.2114  0.059
18 O 3.6992 2.5692 -0.8182  0.060
19 H 5.5300 1.1595 -2.5877  0.063
20 H 5.4067 0.7990 -0.9371  0.069
21 H 6.6576 1.9819 -1.4364  0.101
22 C -1.0472 -3.2956 -3.8701  -0.120
23 C -0.5040 -3.7393 -2.4261  -0.126
24 C -1.1218 -2.7480 -1.4171  -0.198
25 O -2.2673 -2.2671 -2.0807  -0.146
26 C -1.8701 -2.0866 -3.4205  -0.243
27 H -1.7266 -4.0231 -4.3675  0.110
28 H -0.1623 -3.0496 -4.5216  0.108
29 H 0.5899 -3.8103 -2.3392  0.094
30 H -0.8462 -4.7411 -2.2414  0.090
31 H -0.4647 -1.8572 -1.2623  0.098
32 H -1.4152 -3.1199 -0.4608  0.114
33 H -1.3038 -1.1577 -3.4823  0.106
34 H -2.7973 -2.0622 -3.9809  0.117
35 C 2.1452 -0.7535 -3.7959  -0.160
36 C 2.5038 -0.4958 -5.2798  -0.128
37 C 3.5885 0.6553 -5.1544  -0.194
38 O 3.6430 1.0526 -3.8082  -0.161
39 C 3.3640 -0.1674 -3.1367  -0.228
40 H 1.9453 -1.7827 -3.5851  0.091
41 H 1.1834 -0.1989 -3.6636  0.116
42 H 1.6433 -0.1041 -5.8196  0.104
43 H 3.0631 -1.3331 -5.6850  0.104
44 H 3.3272 1.4616 -5.8080  0.111
45 H 4.5849 0.2515 -5.3766  0.119
46 H 3.3484 0.0533 -2.0981  0.086
47 H 4.2212 -0.8349 -3.3551  0.139
48 C -4.6808 2.1379 -4.2742  -0.150
49 C -3.3681 1.5837 -3.7586  -0.188
50 C -2.6240 2.6445 -3.0129  -0.198
51 O -3.2856 3.8331 -3.4487  -0.150
52 C -4.6374 3.5897 -3.7692  -0.202
53 H -5.5768 1.5178 -3.9979  0.125
54 H -4.7556 2.2016 -5.3333  0.089
55 H -2.7470 1.1720 -4.5810  0.117
56 H -3.5801 0.7025 -3.1346  0.108
57 H -1.5617 2.7095 -3.2873  0.121
58 H -2.6760 2.6353 -1.9152  0.113
59 H -4.9795 4.3096 -4.5383  0.126
60 H -5.1648 3.8171 -2.8918  0.094
61 C -0.2254 1.2716 0.0302  -0.114
62 C -1.2789 0.3785 0.7421  -0.129
63 C -0.4170 -0.4537 1.6784  -0.202
64 O 0.7969 -0.6924 1.0098  -0.175
65 C 0.9030 0.2392 -0.0952  -0.178
66 H 0.0811 2.1537 0.6393  0.124
67 H -0.5250 1.6386 -0.9690  0.102
68 H -1.7352 -0.2248 -0.0218  0.098
69 H -2.0271 0.8763 1.3481  0.083
70 H -0.7792 -1.4302 2.0222  0.094
71 H -0.2414 0.1676 2.5915  0.119
72 H 0.7412 -0.3755 -1.0090  0.099
73 H 1.8796 0.6456 -0.1683  0.084
74 C -3.6278 3.6074 3.9021  -0.158
75 C -2.2979 3.4426 4.6602  -0.169
76 C -2.0809 1.9570 4.7583  -0.158
77 O -2.8214 1.4286 3.5769  -0.187
78 C -3.6232 2.4199 2.9534  -0.235
79 H -3.7061 4.5062 3.3374  0.099
80 H -4.5252 3.5585 4.5234  0.112
81 H -2.2686 4.0017 5.5971  0.117
82 H -1.5104 3.8037 4.0508  0.099
83 H -2.5772 1.5101 5.6658  0.127
84 H -1.0002 1.6432 4.6211  0.126
85 H -4.6866 2.0487 2.7640  0.137
86 H -3.2546 2.6861 1.9670  0.099
87 C -1.2675 -1.9839 5.4080  -0.165
88 C -1.8654 -3.2554 4.8788  -0.172
89 C -1.2644 -3.4261 3.4861  -0.207
90 O 0.0148 -2.8342 3.5918  -0.188
91 C 0.1015 -2.0101 4.7738  -0.182
92 H -1.1714 -1.9609 6.4797  0.112
93 H -1.9015 -1.1512 5.0996  0.107
94 H -2.9687 -3.2271 4.7774  0.118
95 H -1.6447 -4.1348 5.5578  0.132
96 H -1.8595 -2.8820 2.7176  0.114
97 H -1.0634 -4.4426 3.1511  0.122
98 H 0.4469 -1.0165 4.4456  0.098
99 H 0.8667 -2.3720 5.4701  0.124

The frontier orbital gap comes out at 9.765 eV. The structure (SMILES) is C[N+](=O)[O-].C[N+](=O)[O-].C[N+](=O)[O-].C1CCOC1.C1CCOC1.C1CCOC1.C1CCOC1.C1CCOC1.C1CCOC1. Its multiplicity is 1. The calculation puts the HOMO energy at -0.34831 hartree.

=====

3.
# C27H57N3O9

A cluster of 6 separate species, C27H57N3O9 in total (the ωB97M-V functional and the def2-TZVPD basis, the OMol25 dataset).

Each line ends with the Löwdin charge.
Geometry (Å):
1 C -6.7427 4.4390 0.9479  -0.087
2 C -5.3093 3.9818 1.1455  -0.234
3 C -4.6782 4.4670 2.4489  -0.132
4 N -3.2875 3.9133 2.6140  -0.272
5 C -2.4439 4.1038 1.4164  0.038
6 C -2.7003 4.6111 3.8311  -0.112
7 C -1.5980 3.6778 4.2800  -0.146
8 C -2.3198 2.3432 4.2251  -0.139
9 C -3.2813 2.4678 3.0419  -0.082
10 H -7.1746 3.8235 0.1569  0.082
11 H -6.8553 5.4929 0.7124  0.075
12 H -7.3623 4.1867 1.8190  0.073
13 H -4.7197 4.3853 0.3214  0.113
14 H -5.1960 2.8974 1.0816  0.119
15 H -5.2549 4.1143 3.2987  0.131
16 H -4.5525 5.5477 2.3910  0.137
17 H -2.8312 3.4480 0.6413  0.101
18 H -1.4550 3.7448 1.6915  0.098
19 H -2.4898 5.1643 1.1791  0.119
20 H -2.4638 5.6500 3.6088  0.136
21 H -3.4892 4.6369 4.5862  0.133
22 H -0.7545 3.7835 3.6000  0.110
23 H -1.2096 3.8762 5.2778  0.126
24 H -1.5863 1.5392 4.1489  0.117
25 H -2.8708 2.0857 5.1346  0.115
26 H -2.9236 1.8333 2.2260  0.130
27 H -4.3004 2.1313 3.2199  0.131
28 C 1.1030 -4.0402 0.5942  -0.088
29 C 2.4002 -3.3201 0.2611  -0.232
30 C 2.9053 -2.5372 1.4747  -0.105
31 N 4.3101 -2.0372 1.3052  -0.261
32 C 4.3779 -0.9021 0.3919  0.010
33 C 5.3432 -3.0885 0.9730  -0.111
34 C 6.6456 -2.7465 1.6685  -0.138
35 C 6.3163 -1.5243 2.5496  -0.136
36 C 4.7921 -1.5749 2.6922  -0.079
37 H 1.1706 -4.4619 1.6019  0.079
38 H 0.8382 -4.8573 -0.0741  0.069
39 H 0.2620 -3.3440 0.6533  0.080
40 H 2.3221 -2.6641 -0.6117  0.088
41 H 3.1591 -4.0540 -0.0313  0.100
42 H 2.9919 -3.2537 2.2887  0.133
43 H 2.3201 -1.6501 1.6891  0.123
44 H 3.9373 -1.1915 -0.5635  0.102
45 H 5.3879 -0.5491 0.2080  0.113
46 H 3.7903 -0.0678 0.7798  0.098
47 H 5.3588 -3.2009 -0.1106  0.130
48 H 4.9253 -4.0265 1.3470  0.130
49 H 7.4411 -2.4824 0.9729  0.112
50 H 7.0282 -3.5402 2.3057  0.114
51 H 6.5355 -0.5883 2.0358  0.111
52 H 6.7516 -1.5105 3.5426  0.123
53 H 4.3509 -0.5895 2.8658  0.096
54 H 4.5606 -2.3486 3.4213  0.142
55 C 2.2212 -2.4323 -6.7606  -0.094
56 C 0.8934 -2.6529 -6.0489  -0.229
57 C 0.9019 -1.8686 -4.7329  -0.134
58 N -0.2673 -2.1434 -3.8423  -0.289
59 C -0.2633 -3.5506 -3.3700  0.032
60 C -1.5837 -1.8045 -4.4794  -0.095
61 C -2.5376 -1.5802 -3.3168  -0.115
62 C -1.6491 -1.1591 -2.1298  -0.121
63 C -0.2017 -1.2455 -2.6311  -0.082
64 H 2.9587 -3.1134 -6.3109  0.080
65 H 2.6311 -1.4304 -6.6928  0.082
66 H 2.1864 -2.8176 -7.7795  0.079
67 H 0.6436 -3.7013 -5.9233  0.102
68 H 0.0998 -2.1815 -6.6377  0.113
69 H 0.8415 -0.8135 -4.9841  0.142
70 H 1.7789 -2.1195 -4.1348  0.140
71 H -0.2785 -4.2409 -4.2036  0.098
72 H -1.1445 -3.7019 -2.7552  0.110
73 H 0.6280 -3.6606 -2.7573  0.104
74 H -1.8344 -2.5183 -5.2584  0.135
75 H -1.4596 -0.8381 -4.9837  0.150
76 H -2.9380 -2.5666 -3.0441  0.107
77 H -3.4084 -0.9510 -3.4651  0.130
78 H -1.8188 -1.7909 -1.2590  0.122
79 H -1.8580 -0.1513 -1.7885  0.076
80 H 0.5477 -1.5904 -1.9265  0.111
81 H 0.0719 -0.2517 -2.9880  0.148
82 O 0.5790 -0.0933 0.3850  0.019
83 C -0.3574 0.8854 0.7164  -0.790
84 O -0.1026 1.4992 1.7593  -0.021
85 O -1.3240 1.1276 -0.0133  -0.012
86 H 1.2157 0.0940 1.1132  0.060
87 O 2.0078 2.3647 3.6987  0.019
88 C 3.0030 1.3731 3.6022  -0.766
89 O 2.8271 0.6449 2.5558  -0.132
90 O 3.9125 1.3039 4.4224  -0.001
91 H 1.6121 2.0133 2.8622  0.054
92 O -3.8706 1.3822 -1.1581  -0.022
93 C -4.3041 2.0864 -2.2810  -0.842
94 O -3.4047 2.3372 -3.1380  -0.103
95 O -5.5197 2.3659 -2.3206  -0.070
96 H -2.9100 1.2968 -1.2769  0.022

The frontier orbital gap comes out at 5.732 eV. Its multiplicity is 1. The calculation puts the HOMO energy at -0.22782 hartree.